No. 1
The following is a DFT calculation (the ωB97M-V functional and the def2-TZVPD basis) of a structure of composition C5H13N2O at a distorted geometry.

Last column: Mulliken charge in e.
Cartesian coordinates (Å):
C1 1.0085 0.6827 -0.2418  -0.222
N1 2.0486 0.8475 0.5105  -0.760
C2 4.2221 -1.4704 0.0007  -1.074
C3 -0.4861 0.7072 0.0013  0.577
C4 -1.1540 1.4482 -1.1798  -1.385
N2 -0.8961 -0.7215 0.0242  -0.614
C5 -2.3321 -0.8059 0.7529  -0.371
O1 -3.2218 -0.0876 0.1691  -0.783
H1 1.4289 -0.0188 0.8289  0.365
H2 1.2134 0.4713 -1.3141  0.194
H3 5.2549 -1.5421 -0.3422  0.312
H4 3.9809 -0.4212 0.1129  0.312
H5 4.1017 -2.0158 0.9328  0.227
H6 3.5925 -1.9227 -0.7496  0.231
H7 -0.7231 1.1795 0.9616  0.228
H8 -0.4757 1.5395 -2.0273  0.387
H9 -1.4002 2.4661 -0.8659  0.263
H10 -2.0558 0.8936 -1.4171  0.396
H11 -0.1497 -1.1867 0.5295  0.228
H12 -2.0497 -0.5034 1.8020  0.241
H13 -2.4801 -1.9233 0.7141  0.247

The value obtained for the HOMO-LUMO gap is 6.746 eV. As for the largest force on an atom: 3.34 eV/A. The highest occupied orbital energy is -0.1159 hartree. As for the charge: -1. The energy relative to the best compared isomer or geometry (same formula, charge and spin) comes out at 88.83 kcal/mol.


No. 2
The following is a DFT calculation (the ωB97M-V functional and the def2-TZVPD basis) of a cluster of 21 separate species, C7H55O23S in total at a distorted geometry.

Last column: Mulliken charge in e.
Cartesian coordinates (Å):
C1 2.1113 1.3517 1.3800  -0.514
C2 3.0791 0.3274 0.5313  -0.008
O1 2.5499 -1.0362 0.3754  -0.380
C3 2.0763 -1.6049 1.6465  -0.220
C4 0.4276 -1.7051 1.7721  -0.379
S1 -0.4718 -1.7131 0.1282  -0.063
C5 -1.5352 -0.1258 0.1569  -0.213
C6 -3.0749 -0.6574 0.4903  -0.535
O2 -4.1028 0.3782 0.2893  -0.224
C7 -4.7929 0.4445 1.6199  0.251
O3 -6.0720 0.0868 1.7745  -0.560
H1 2.6344 1.5020 2.4376  0.232
H2 0.9905 1.0151 1.4563  -0.026
H3 2.1837 2.4081 0.8291  0.304
H4 3.1442 0.7820 -0.5706  0.375
H5 4.2026 0.3629 0.9331  -0.178
H6 2.4581 -2.7361 1.6623  0.316
H7 2.5786 -1.1108 2.6094  -0.082
H8 0.1432 -2.7320 2.3102  0.449
H9 0.0384 -0.8626 2.5227  0.324
H10 0.3936 -1.6206 -0.9730  0.232
H11 -1.0969 0.5704 1.0007  0.031
H12 -1.5232 0.4166 -0.8891  0.557
H13 -3.2779 -1.5688 -0.2384  0.307
H14 -3.0318 -1.1066 1.5720  0.278
H15 -4.1261 0.7719 2.5261  0.368
O4 0.8479 -4.3605 -1.3496  -0.577
H16 1.5151 -3.7353 -1.0288  0.301
H17 1.3210 -4.8897 -2.0092  0.319
O5 -1.2117 2.6750 -0.4817  -0.563
H18 -1.0434 3.5317 -0.9021  0.301
H19 -2.1609 2.5318 -0.6141  0.317
O6 4.8547 0.3420 2.9491  -0.518
H20 5.4796 1.0747 3.0569  0.309
H21 5.0497 -0.2437 3.6960  0.235
O7 -1.1983 5.0213 1.5743  -0.615
H22 -1.1102 4.2461 0.9996  0.359
H23 -0.3075 5.1485 1.9339  0.319
O8 -2.6957 2.0234 3.9821  -0.642
H24 -3.0277 2.6851 3.3569  0.327
H25 -3.1927 2.1995 4.7951  0.315
O9 -4.1213 3.0525 -1.6739  -0.632
H26 -4.9876 3.3960 -1.9393  0.294
H27 -4.3072 2.5448 -0.8698  0.340
O10 1.1382 -0.1391 4.5918  -0.531
H28 1.2841 -0.6084 5.4269  0.288
H29 0.3616 0.4135 4.7664  0.258
O11 -8.3549 -0.1633 3.7491  -0.620
H30 -8.1501 0.7501 3.9994  0.292
H31 -7.7110 -0.3655 3.0537  0.404
O12 -4.1447 4.2131 -4.7068  -0.636
H32 -3.9988 3.7438 -3.8717  0.346
H33 -4.9213 4.7657 -4.5321  0.308
O13 -0.1379 5.0283 -1.9407  -0.594
H34 0.0670 5.9417 -1.6904  0.294
H35 0.5060 4.8261 -2.6360  0.292
O14 -1.9812 -3.3257 -2.2424  -0.618
H36 -1.8931 -4.1010 -2.8170  0.307
H37 -1.0904 -3.1985 -1.8828  0.353
O15 1.7125 -2.8935 -3.1694  -0.604
H38 2.3407 -2.2863 -2.7503  0.339
H39 0.8820 -2.3946 -3.1886  0.311
O16 -1.3042 -3.0459 4.2795  -0.545
H40 -2.1705 -2.7023 4.0141  0.242
H41 -1.4902 -3.5536 5.0836  0.302
O17 -6.2447 1.8470 -0.7560  -0.610
H42 -6.0988 1.3777 0.0791  0.255
H43 -7.0213 2.3996 -0.5813  0.318
O18 2.5958 -1.0528 -5.8004  -0.687
H44 1.7295 -0.7093 -6.0659  0.316
H45 2.4098 -1.5606 -4.9963  0.302
O19 4.0214 -1.5897 -8.1891  -0.634
H46 3.6894 -0.9280 -8.8143  0.321
H47 3.5244 -1.4135 -7.3761  0.394
O20 7.3400 0.5114 1.8236  -0.616
H48 6.5900 0.0214 1.4546  0.324
H49 8.1051 0.1698 1.3369  0.302
O21 4.6188 0.4346 -10.9471  -0.656
H50 4.7069 -0.3406 -11.5217  0.327
H51 5.5096 0.5618 -10.5875  0.327
O22 4.4448 -3.2027 3.3073  -0.581
H52 4.8725 -3.9906 2.9396  0.301
H53 3.7179 -3.5583 3.8405  0.317
O23 1.9054 -3.2253 5.0142  -0.652
H54 2.0737 -2.3686 4.5938  0.274
H55 0.9562 -3.3685 4.8818  0.339

The value obtained for the HOMO-LUMO gap is 8.476 eV. As for the largest force on an atom: 9.15 eV/A. The highest occupied orbital energy is -0.4384 hartree. As for the charge: +1.


No. 3
The following is a DFT calculation (the ωB97M-V functional and the def2-TZVPD basis) of a cluster of 2 separate species, CH3BrO in total at a distorted geometry.

Last column: Mulliken charge in e.
Cartesian coordinates (Å):
C1 -0.7825 0.5033 0.3893  -0.391
O1 1.4961 -0.3484 -0.5241  -0.461
Br1 1.7700 -1.8848 -1.1722  0.072
H1 -0.4630 1.4990 0.5561  0.236
H2 -0.6227 -0.0879 1.2660  0.272
H3 -1.3980 0.3187 -0.5151  0.272

The value obtained for the HOMO-LUMO gap (spin up / spin down) is 6.033 / 6.031 eV. As for the largest force on an atom: 3.95 eV/A. The highest occupied orbital energy (spin up / spin down) is -0.3108 / -0.3108 hartree. The energy relative to the best compared isomer or geometry (same formula, charge and spin) comes out at 126.13 kcal/mol.


No. 4
The following is a DFT calculation (the ωB97M-V functional and the def2-TZVPD basis) of a cluster of 2 separate species, C5H17B2NO3 in total.

Last column: Mulliken charge in e.
Cartesian coordinates (Å):
C1 1.3156 -2.9143 0.1014  -1.082
C2 1.1199 -1.4182 0.3018  -0.205
O1 -0.2539 -1.0199 0.3657  -0.426
B1 -1.0019 -1.1193 -0.7814  0.669
B2 -2.1926 -2.3590 -0.9276  -0.045
N1 -3.2916 -2.4966 0.0008  -0.605
O2 -2.1230 -3.2694 -1.9633  -0.540
H1 1.5495 -3.1624 -0.9337  0.282
H2 0.3995 -3.4443 0.3642  0.238
H3 2.1035 -3.3015 0.7427  0.367
H4 1.6434 -0.8557 -0.4758  0.351
H5 1.5699 -1.1298 1.2498  0.336
H6 -0.7785 -0.3062 -1.6488  -0.133
H7 -3.3474 -1.6838 0.6069  0.253
H8 -3.1383 -3.2804 0.6310  0.253
H9 -1.4197 -3.9151 -1.8750  0.310
C3 1.2681 3.3301 1.4613  -1.272
C4 1.0763 2.9510 0.0009  0.383
C5 -0.3499 3.2028 -0.4633  -1.196
O3 1.4388 1.5894 -0.2175  -0.483
H10 0.6121 2.7259 2.0944  0.309
H11 2.2967 3.1476 1.7710  0.311
H12 1.0336 4.3812 1.6329  0.401
H13 1.7663 3.5288 -0.6165  0.273
H14 -1.0460 2.5936 0.1201  0.256
H15 -0.4631 2.9300 -1.5119  0.298
H16 -0.6279 4.2505 -0.3421  0.413
H17 0.8409 1.0449 0.3120  0.285

The value obtained for the HOMO-LUMO gap is 9.242 eV. As for the largest force on an atom: 0.95 eV/A. The highest occupied orbital energy is -0.3255 hartree. The SMILES is CCOBB(N)O.CC(C)O.


No. 5
The following is a DFT calculation (the ωB97M-V functional and the def2-TZVPD basis) of a structure of composition C15H24IrN4O4S2.

Last column: Mulliken charge in e.
Cartesian coordinates (Å):
Ir1 -0.2285 0.2950 0.2105  1.977
C1 5.2400 -2.2706 -1.7376  -0.938
S1 3.5823 -2.9481 -2.0022  0.144
C2 2.5100 -1.9514 -1.0912  0.286
S2 3.1763 -1.3259 0.3855  0.027
N1 1.2607 -2.0750 -1.5270  -1.376
N2 0.2366 -1.4195 -1.1236  1.055
C3 -0.9424 -1.8926 -1.7790  -0.940
C4 -2.1003 -1.1340 -1.7154  1.165
C5 -3.3205 -1.5750 -2.2805  -1.055
C6 -4.4394 -0.7839 -2.1753  -0.323
C7 -4.3447 0.4505 -1.5314  -0.877
C8 -3.1196 0.8376 -1.0055  -0.039
N3 -2.0311 0.0815 -1.0798  -0.206
H1 5.8824 -2.8930 -2.3581  0.372
H2 5.5730 -2.3469 -0.7079  0.373
H3 5.2784 -1.2445 -2.0961  0.328
H4 -0.8707 -2.8140 -2.3382  0.369
H5 -3.3515 -2.5314 -2.7843  0.465
H6 -5.3828 -1.1113 -2.5902  0.471
H7 -5.1977 1.1075 -1.4452  0.434
H8 -3.0106 1.7961 -0.5105  0.505
N4 0.8067 1.6980 -1.4081  -0.607
C9 1.9791 2.5716 -1.1539  -0.865
C10 3.1243 1.7547 -0.5490  -0.160
C11 2.6504 1.2716 0.7904  0.408
O1 2.4811 1.9309 1.7537  -0.415
O2 2.1735 -0.0818 0.8460  -0.647
H9 1.0459 1.0528 -2.1577  0.288
H10 0.0436 2.2618 -1.7720  0.261
H11 1.6861 3.3580 -0.4604  0.329
H12 2.3179 3.0407 -2.0780  0.481
H13 3.9897 2.3975 -0.3945  0.405
H14 3.4065 0.9364 -1.2111  0.128
C12 -1.5279 -2.3407 2.0208  -0.875
O3 -1.7923 -0.9943 1.6019  -0.150
C13 -2.2175 -0.1284 2.6592  -0.540
C14 -1.0135 0.5725 3.2299  -0.510
O4 -0.4052 1.3537 2.1771  -0.214
C15 -0.3982 2.7754 2.4106  -0.834
H15 -2.4346 -2.7790 2.4378  0.318
H16 -0.7261 -2.3766 2.7612  0.336
H17 -1.2300 -2.8952 1.1345  0.257
H18 -2.7670 -0.6811 3.4230  0.475
H19 -2.8924 0.6011 2.2056  0.229
H20 -0.2612 -0.1423 3.5670  0.273
H21 -1.2820 1.2176 4.0662  0.517
H22 0.1205 2.9858 3.3440  0.374
H23 -1.4210 3.1523 2.4485  0.354
H24 0.1436 3.2355 1.5904  0.164

The value obtained for the HOMO-LUMO gap (spin up / spin down) is 6.867 / 6.493 eV. As for the largest force on an atom: 0.33 eV/A. As for the spin multiplicity: 6. The highest occupied orbital energy (spin up / spin down) is -0.4718 / -0.5577 hartree. As for the charge: +2. The energy relative to the best compared isomer or geometry (same formula, charge and spin) comes out at 26.86 kcal/mol.


No. 6
The following is a DFT calculation (the ωB97M-V functional and the def2-TZVPD basis) of a cluster of 2 separate species, C2H6OS in total at a distorted geometry.

Last column: Mulliken charge in e.
Cartesian coordinates (Å):
C1 0.9455 -0.5684 0.0741  -0.265
C2 1.9775 -1.3786 -0.3031  -0.522
H1 0.3740 -1.0039 1.0113  0.123
H2 0.6104 0.3596 -0.2859  0.199
H3 2.2137 -2.3357 0.2047  0.218
H4 2.6099 -0.9915 -1.0367  0.263
O1 -2.1027 0.9890 0.7766  -0.435
S1 -1.6128 2.2330 -0.1849  -0.090
H5 -3.0285 1.1323 1.0660  0.339
H6 -1.9870 1.5642 -1.3221  0.169

The value obtained for the HOMO-LUMO gap is 9.829 eV. As for the largest force on an atom: 5.41 eV/A. The highest occupied orbital energy is -0.3482 hartree. The SMILES is C=C.OS. The energy relative to the best compared isomer or geometry (same formula, charge and spin) comes out at 40.11 kcal/mol.